19
Properties=species:S:1:pos:R:3:forces:R:3:lowdin_charge:R:1 method="wB97M-V/def2-TZVPD" orbital_gap_ev=9.5 e_homo_ev=-9.24 smiles="C=CC=C.O.O.O" e_above_lowest_ev=2.9762 total_charge=0 e_tot_ev=-10482.16277 lumo_ev=0.24
C 2.5689 1.8311 0.0513 0.703 -1.637 -2.369 -0.02
C 1.9906 0.8222 -0.6760 -0.772 0.985 1.009 -0.22
C 2.2924 -0.6106 -0.3194 -1.298 -1.506 -2.869 -0.19
C 1.5447 -1.7313 -0.7254 -1.098 2.845 1.772 0.00
H 3.5055 1.5647 0.6406 -1.646 0.840 -0.303 0.08
H 2.3521 2.8151 -0.3933 0.464 -0.132 1.072 0.05
H 1.2496 1.1637 -1.5072 1.135 -1.139 1.617 0.12
H 3.3474 -0.6683 -0.0122 -0.588 -0.588 0.209 0.09
H 1.8398 -2.7584 -0.5145 0.226 0.349 -0.090 0.03
H 0.3711 -1.6241 -0.9177 2.828 -0.014 -0.061 0.08
O -2.4638 -0.0795 -2.2275 -0.061 1.289 0.140 -0.07
H -1.5123 -0.1771 -2.3434 -0.024 -0.030 -0.135 0.02
H -2.6092 0.8999 -2.2072 0.132 -1.282 -0.049 0.07
O -3.3329 -0.7605 3.5079 -1.794 0.922 -1.867 -0.07
H -2.4396 -1.0579 3.4609 1.041 -0.202 -0.233 0.01
H -3.5817 -0.4396 2.5795 0.740 -0.650 2.159 0.06
O -1.6648 0.4989 0.8321 -3.048 -2.719 3.285 -0.06
H -1.2458 0.6730 0.0473 1.424 0.337 -3.069 -0.06
H -2.2120 -0.3613 0.7243 1.636 2.333 -0.217 0.09